# 1
Below is a structure of composition C7H6N2O4Ru in a non-equilibrium geometry, with properties calculated with the ωB97M-V functional and the def2-TZVPD basis.

Geometry as XYZ:
```
20
C7H6N2O4Ru, DFT the ωB97M-V functional and the def2-TZVPD basis
O 1.35 2.55 1.31
C 0.85 1.61 0.85
Ru -0.01 0.09 0.02
O 2.30 -2.02 0.45
C 1.44 -1.25 0.32
C 0.49 0.59 -1.72
O 0.77 0.93 -2.80
C -1.43 -1.10 -0.54
O -2.30 -1.78 -0.90
C -3.92 0.18 3.85
N -3.24 1.10 2.93
C -3.71 2.50 2.84
C -2.21 0.70 2.24
N -1.23 0.17 1.84
H -4.74 0.74 4.31
H -3.24 -0.19 4.62
H -4.32 -0.69 3.31
H -2.92 3.20 3.15
H -3.98 2.75 1.81
H -4.58 2.59 3.50
```

LUMO (alpha / beta)   -11.93 / -16.88 eV
Charge   +3
Multiplicity   6
E_tot   -774.2226 hartree
HOMO-LUMO gap (alpha / beta)   7.879 / 7.319 eV
⟨S²⟩   8.786



# 2
Below is a structure of composition C7H6N2P2 in a non-equilibrium geometry, with properties calculated with the ωB97M-V functional and the def2-TZVPD basis.

Geometry as XYZ:
```
17
C7H6N2P2, DFT the ωB97M-V functional and the def2-TZVPD basis
C -3.62 -1.29 -0.26
C 2.82 -0.26 0.35
C 2.04 -1.21 -0.30
C 2.19 0.90 0.57
C 0.68 -0.99 -0.54
C 0.80 1.11 0.35
C -0.05 0.07 0.05
N -2.35 -1.29 -0.17
N -2.84 1.40 0.01
P -1.85 0.24 -0.32
P -5.07 -0.74 -0.08
H 3.94 -0.34 0.48
H 2.58 -2.21 -0.63
H 2.76 1.80 0.83
H 0.13 -1.85 -1.00
H 0.41 2.14 0.39
H -2.58 2.52 0.27
```

LUMO (alpha / beta)   -1.37 / -1.37 eV
E_tot   -1062.4070 hartree
HOMO-LUMO gap (alpha / beta)   6.535 / 6.543 eV



# 3
Below is an isolated molecule of C7H6N4O2 in a non-equilibrium geometry, with properties calculated with the ωB97M-V functional and the def2-TZVPD basis.

Geometry as XYZ:
```
19
C7H6N4O2, DFT the ωB97M-V functional and the def2-TZVPD basis
H -3.30 -0.86 -0.12
N -2.59 -0.16 -0.31
N -2.51 0.85 0.39
O -3.21 1.38 1.26
O -1.33 1.58 0.07
C -0.11 0.91 0.38
C 0.87 1.72 -0.36
C 2.05 1.20 -0.71
C 2.28 -0.23 -0.67
C 1.28 -1.05 -0.20
N 1.10 -2.42 -0.11
C -0.08 -2.60 0.35
N -0.75 -1.42 0.71
C 0.02 -0.50 0.26
H 0.01 1.16 1.48
H 0.56 2.78 -0.51
H 2.89 1.68 -1.24
H 3.27 -0.39 -1.13
H -0.44 -3.62 0.47
```

LUMO   -1.52 eV
E_tot   -639.6220 hartree
Structure (SMILES)   [H]/N=[N+](\[O-])O[C@@H]1C=CC=C2N=CN=C21
HOMO-LUMO gap   7.911 eV



# 4
Below is a cluster of 3 separate species, C7H6N5O2S in total in a non-equilibrium geometry, with properties calculated with the ωB97M-V functional and the def2-TZVPD basis.

Geometry as XYZ:
```
21
C7H6N5O2S, DFT the ωB97M-V functional and the def2-TZVPD basis
C -0.40 1.23 -1.26
C -0.83 0.08 -1.94
C 0.24 -1.43 -0.38
C 0.58 -0.31 0.44
C 0.18 1.00 0.01
C -0.48 -1.16 -1.47
C 1.08 -0.22 1.73
N -0.70 4.70 1.42
N -0.57 5.80 1.50
N 0.38 1.92 1.01
N 1.37 -2.39 2.78
N -1.00 -2.30 -2.27
O -1.93 -2.05 -2.97
O -0.43 -3.36 -2.20
S 1.02 1.30 2.39
H -0.76 2.25 -1.46
H -1.31 0.27 -2.95
H 0.51 -2.47 0.03
H 0.08 2.82 0.98
H 2.20 -2.49 2.22
H 0.76 -3.18 2.39
```

LUMO (alpha / beta)   -6.60 / -6.60 eV
Charge   +1
E_tot   -1092.2960 hartree
HOMO-LUMO gap (alpha / beta)   7.202 / 7.204 eV